1.
Computed, not measured: a structure of composition C34H39IrO8PS at a distorted geometry, with ωB97M-V/def2-TZVPD.

Last column: Löwdin charge in e.
CARTESIAN COORDINATES (ANGSTROEM)
Ir  -0.83  0.43  1.44  1.3228
C  -0.81  2.43  -1.02  -0.0353
O  -1.22  2.20  0.35  -0.3468
C  -1.09  3.44  1.11  -0.1208
C  -1.83  3.30  2.42  -0.1593
O  -1.29  2.28  3.24  -0.2061
C  -0.36  2.64  4.26  -0.1320
C  1.03  2.26  3.83  -0.1825
O  0.93  0.92  3.38  -0.2572
C  2.17  0.24  3.35  -0.0753
H  -1.58  3.03  -1.50  0.1145
H  0.15  2.93  -1.03  0.0768
H  -0.73  1.47  -1.51  0.0781
H  -0.03  3.63  1.25  0.1234
H  -1.55  4.22  0.51  0.1440
H  -1.82  4.26  2.94  0.1408
H  -2.87  3.01  2.22  0.1344
H  -0.44  3.70  4.51  0.1359
H  -0.64  2.05  5.13  0.1409
H  1.40  2.89  3.01  0.1141
H  1.73  2.34  4.67  0.1391
H  2.61  0.20  4.35  0.1029
H  1.98  -0.77  3.00  0.0872
H  2.88  0.74  2.67  0.0918
O  -3.02  -0.98  4.33  -0.2024
S  -2.54  -0.93  3.00  0.5816
O  -2.78  0.35  2.23  -0.4186
O  -1.06  -1.15  2.78  -0.4047
C  -3.26  -2.18  1.99  -0.2681
C  -4.15  -3.09  2.51  -0.0213
C  -4.70  -4.04  1.66  -0.0340
C  -4.34  -4.06  0.32  -0.0347
C  -3.43  -3.13  -0.18  -0.0574
C  -2.87  -2.17  0.65  -0.2919
P  -1.67  -0.99  -0.07  1.0412
C  -2.66  -0.23  -1.38  -0.3392
C  -2.58  -0.62  -2.72  -0.0754
C  -3.41  -0.02  -3.66  -0.0537
C  -4.33  0.94  -3.27  -0.0548
C  -4.43  1.31  -1.93  -0.0539
C  -3.59  0.73  -0.99  -0.0874
C  -0.42  -2.06  -0.81  -0.3331
C  0.36  -1.63  -1.88  -0.0982
C  1.34  -2.45  -2.40  -0.0551
C  1.58  -3.70  -1.84  -0.0575
C  0.83  -4.12  -0.75  -0.0578
C  -0.17  -3.30  -0.23  -0.0704
H  -4.42  -3.05  3.56  0.1259
H  -5.40  -4.77  2.04  0.1193
H  -4.76  -4.80  -0.35  0.1181
H  -3.16  -3.16  -1.23  0.1210
H  -1.88  -1.38  -3.03  0.1024
H  -3.35  -0.32  -4.69  0.1139
H  -4.98  1.40  -4.00  0.1135
H  -5.15  2.05  -1.62  0.1143
H  -3.67  1.01  0.05  0.0990
H  0.22  -0.64  -2.30  0.1094
H  1.94  -2.10  -3.23  0.1169
H  2.35  -4.34  -2.25  0.1150
H  1.02  -5.08  -0.30  0.1141
H  -0.74  -3.65  0.62  0.1144
C  6.00  -0.27  -3.53  -0.0416
C  4.93  0.12  -2.55  -0.2578
C  4.32  1.36  -2.60  -0.0049
C  3.32  1.74  -1.71  -0.1844
C  2.73  3.12  -1.86  -0.0317
C  2.91  0.82  -0.73  -0.0417
C  3.53  -0.44  -0.64  -0.1950
C  3.21  -1.45  0.43  -0.0255
C  4.53  -0.76  -1.55  -0.0133
C  1.79  1.20  0.22  -0.5465
O  1.79  2.25  0.85  0.0407
O  0.83  0.32  0.25  -0.2262
H  6.38  0.59  -4.07  0.0779
H  5.61  -0.98  -4.27  0.0844
H  6.84  -0.76  -3.03  0.0833
H  4.63  2.07  -3.36  0.1188
H  3.40  3.74  -2.44  0.0829
H  2.56  3.59  -0.90  0.0746
H  1.78  3.08  -2.40  0.0783
H  3.62  -1.12  1.39  0.0790
H  3.67  -2.40  0.19  0.0821
H  2.14  -1.60  0.56  0.0627
H  5.01  -1.72  -1.47  0.1223

Properties
Orbital gap ... 0.2922 Ha
Multiplicity ... 1
Total charge ... +1

2.
Computed, not measured: a cluster of 6 separate species, C34H39N4O6 in total at a distorted geometry, with ωB97M-V/def2-TZVPD.

Last column: Löwdin charge in e.
CARTESIAN COORDINATES (ANGSTROEM)
C  -4.36  -5.63  1.04  -0.0313
C  -5.41  -4.57  1.48  -0.1331
N  -6.70  -4.62  0.73  -0.0615
C  -7.16  -3.75  -0.21  -0.0181
C  -8.41  -4.18  -0.69  0.0610
N  -8.59  -5.40  0.06  -0.0516
C  -7.51  -5.64  0.83  -0.0450
C  -9.55  -6.45  -0.27  0.0046
H  -3.52  -5.25  1.62  0.0902
H  -4.15  -5.70  0.06  0.0128
H  -4.70  -6.63  1.53  0.0989
H  -4.90  -3.56  1.44  0.1394
H  -5.79  -4.62  2.47  0.1084
H  -6.50  -2.90  -0.61  0.1564
H  -9.13  -3.84  -1.49  0.1338
H  -7.53  -6.67  1.40  0.2110
H  -9.94  -6.41  -1.22  0.0713
H  -10.36  -6.54  0.51  0.1155
H  -9.31  -7.43  -0.15  0.0406
N  -1.54  -4.58  -1.91  0.0425
C  -2.17  -3.59  -1.21  -0.1347
C  -3.48  -3.30  -1.57  -0.1199
C  -4.16  -3.98  -2.55  -0.0659
C  -3.47  -4.99  -3.21  -0.1077
C  -2.17  -5.34  -2.92  -0.1038
H  -1.49  -3.03  -0.39  0.1536
H  -3.96  -2.44  -1.20  0.0781
H  -5.16  -3.73  -2.71  0.0834
H  -3.78  -5.45  -4.05  0.0694
H  -1.61  -6.22  -3.34  0.1269
N  -6.39  -8.51  -0.71  0.0548
C  -5.70  -8.99  0.36  -0.1481
C  -4.29  -8.90  0.35  -0.0495
C  -3.61  -8.50  -0.87  -0.0711
C  -4.27  -8.07  -1.97  -0.0447
C  -5.70  -8.14  -1.80  -0.1190
H  -6.30  -9.25  1.18  0.0837
H  -3.81  -9.49  1.17  0.1191
H  -2.61  -8.46  -0.78  0.0688
H  -3.70  -7.79  -2.84  0.0995
H  -6.25  -7.69  -2.54  0.0529
C  -12.88  -2.30  -2.87  0.0462
C  -14.17  -3.13  -3.04  0.0054
C  -14.46  -4.00  -2.05  -0.2963
C  -13.54  -4.18  -0.89  0.0152
C  -12.37  -3.42  -0.78  -0.0609
C  -12.00  -2.51  -1.72  -0.2889
O  -10.85  -1.69  -1.70  0.0272
O  -15.70  -4.59  -1.96  0.0816
H  -12.86  -1.57  -3.62  0.0680
H  -14.77  -3.28  -4.04  0.1560
H  -13.66  -4.78  -0.05  0.0804
H  -11.85  -3.70  0.16  0.1242
H  -10.74  -0.85  -1.99  0.0403
H  -15.64  -5.01  -1.19  -0.0085
C  -8.30  -6.30  -4.11  0.0368
C  -8.75  -7.64  -4.58  0.0411
C  -10.11  -7.97  -4.73  -0.3274
C  -11.05  -6.87  -4.43  0.0050
C  -10.64  -5.56  -4.14  -0.0284
C  -9.26  -5.28  -4.04  -0.3361
O  -8.90  -3.97  -4.01  0.0378
O  -10.61  -9.10  -5.27  0.0142
H  -7.40  -6.18  -3.81  0.0185
H  -8.15  -8.35  -4.81  0.0323
H  -12.16  -7.17  -4.85  0.1650
H  -11.35  -4.75  -4.03  0.1029
H  -9.41  -3.31  -4.41  0.0855
H  -10.29  -9.57  -6.09  0.1588
C  -13.43  -8.40  -1.47  0.0369
C  -12.20  -9.26  -1.31  0.0415
C  -11.58  -9.32  -0.03  -0.3708
C  -12.31  -8.70  0.98  -0.0349
C  -13.55  -8.08  0.87  -0.0106
C  -14.10  -7.86  -0.38  -0.3657
O  -15.26  -7.24  -0.60  0.0742
O  -10.50  -10.04  0.19  0.1014
H  -13.56  -8.30  -2.55  0.1065
H  -11.81  -9.77  -2.15  0.0895
H  -11.71  -8.58  1.84  0.0999
H  -14.00  -7.75  1.75  0.1017
H  -15.82  -7.08  0.12  0.0941
H  -10.18  -10.49  -0.52  0.0687

Properties
Orbital gap ... 0.2972 Ha
Multiplicity ... 1
Total charge ... +1

3.
Computed, not measured: a structure of composition C34H40Cl2MnN6O3Se, with ωB97M-V/def2-TZVPD.

Last column: Löwdin spin population.
CARTESIAN COORDINATES (ANGSTROEM)
Mn  0.45  -1.13  0.84  0.9918
Cl  1.71  -1.05  3.46  -0.0008
C  3.37  -0.85  2.89  -0.0017
Cl  3.47  -0.84  1.13  -0.0116
H  3.95  -1.69  3.26  0.0001
H  3.74  0.10  3.27  0.0001
C  1.16  6.86  0.46  0.0000
O  0.85  5.51  0.17  0.0000
C  0.04  5.27  -0.90  0.0001
C  -0.47  6.23  -1.74  0.0000
C  -1.30  5.86  -2.79  0.0001
C  -1.65  4.54  -2.97  0.0000
C  -1.15  3.56  -2.11  0.0002
C  -0.28  3.91  -1.08  -0.0001
N  0.26  3.01  -0.15  0.0013
C  0.43  1.65  -0.26  0.0017
N  0.56  1.19  -1.51  0.0018
C  0.81  -0.13  -1.96  0.0080
C  0.81  -1.25  -1.14  -0.0177
C  1.05  -2.46  -1.82  0.0063
C  1.26  -2.55  -3.18  -0.0020
C  1.24  -1.41  -3.97  0.0115
C  1.01  -0.20  -3.35  -0.0007
O  0.94  1.01  -4.02  -0.0016
C  1.32  1.02  -5.38  -0.0001
N  0.49  0.89  0.81  0.0049
C  0.58  1.57  2.06  0.0001
C  1.82  2.14  2.40  -0.0008
C  2.06  2.70  3.64  0.0002
C  1.04  2.70  4.59  -0.0012
C  -0.20  2.19  4.26  0.0002
C  -0.46  1.65  3.00  -0.0010
O  -1.71  1.15  2.82  -0.0010
C  -2.41  1.49  1.62  -0.0002
H  1.78  6.85  1.35  0.0000
H  0.25  7.44  0.66  0.0000
H  1.71  7.32  -0.36  0.0000
H  -0.21  7.27  -1.60  0.0000
H  -1.69  6.62  -3.46  0.0000
H  -2.31  4.24  -3.77  0.0000
H  -1.45  2.53  -2.23  0.0000
H  0.45  3.41  0.76  0.0000
H  0.62  1.88  -2.23  0.0000
H  1.05  -3.37  -1.24  0.0003
H  1.43  -3.52  -3.64  -0.0006
H  1.39  -1.47  -5.04  0.0008
H  0.59  0.50  -6.00  0.0000
H  2.30  0.56  -5.51  0.0000
H  1.36  2.07  -5.67  0.0000
H  2.61  2.09  1.66  0.0000
H  3.03  3.12  3.87  0.0000
H  1.21  3.12  5.57  -0.0001
H  -1.02  2.20  4.97  0.0000
H  -3.42  1.13  1.77  0.0000
H  -1.99  0.98  0.76  0.0000
H  -2.40  2.58  1.48  0.0000
C  2.83  -5.41  -0.71  -0.0001
N  1.40  -5.55  -0.57  0.0007
C  0.59  -6.32  -1.38  0.0005
C  -0.68  -6.12  -0.97  0.0002
N  -0.64  -5.23  0.08  0.0014
C  -1.80  -4.74  0.81  0.0000
C  0.64  -4.88  0.32  0.0015
Se  1.25  -3.69  1.62  -0.0028
H  3.23  -6.31  -1.16  0.0000
H  3.27  -5.25  0.28  -0.0002
H  3.07  -4.54  -1.34  0.0001
H  0.99  -6.93  -2.17  0.0000
H  -1.61  -6.53  -1.33  0.0000
H  -2.62  -5.43  0.63  0.0000
H  -2.07  -3.74  0.49  -0.0001
H  -1.56  -4.72  1.87  0.0000
C  -1.40  -1.99  3.62  -0.0012
C  -2.13  -1.85  2.33  -0.0034
C  -3.49  -1.99  2.14  0.0043
C  -3.73  -1.75  0.76  0.0055
C  -2.51  -1.47  0.19  0.0097
C  -2.30  -1.11  -1.25  0.0004
N  -1.51  -1.54  1.14  -0.0052
H  -2.05  -2.47  4.36  0.0000
H  -1.09  -1.02  4.03  -0.0001
H  -0.52  -2.63  3.51  -0.0003
H  -4.21  -2.25  2.90  0.0000
H  -4.68  -1.77  0.24  0.0006
H  -3.27  -1.08  -1.74  -0.0001
H  -1.66  -1.81  -1.78  -0.0002
H  -1.84  -0.12  -1.36  0.0000

Properties
Orbital gap (alpha / beta) ... 0.2511 / 0.2508 Ha
Multiplicity ... 2
Expectation value of S² ... 1.21
Total charge ... 0

4.
Computed, not measured: a structure of composition C34H40Cl4IrO4Se, with ωB97M-V/def2-TZVPD.

Last column: Löwdin spin population.
CARTESIAN COORDINATES (ANGSTROEM)
Ir  -0.01  0.75  0.40  2.3503
C  -4.33  -3.59  -4.89  0.0000
C  -3.62  -3.87  -3.57  0.0007
C  -4.66  -4.36  -2.55  0.0004
C  -2.59  -4.99  -3.80  0.0004
C  -2.91  -2.63  -3.03  0.0062
C  -2.20  -2.70  -1.84  0.0035
C  -1.52  -1.59  -1.35  0.0132
Se  -0.79  -1.71  0.41  0.1082
C  0.98  -2.39  0.25  0.0146
C  1.16  -3.76  0.39  0.0040
C  2.43  -4.30  0.47  0.0063
C  3.50  -3.39  0.44  0.0004
C  3.36  -2.01  0.31  0.0070
C  2.04  -1.48  0.19  0.0101
O  1.86  -0.18  0.03  0.1443
C  4.56  -1.07  0.32  0.0007
C  5.88  -1.83  0.46  0.0000
C  4.45  -0.10  1.51  0.0005
C  4.64  -0.27  -0.99  0.0009
C  2.70  -5.79  0.60  0.0007
C  3.56  -6.27  -0.58  0.0003
C  3.45  -6.07  1.91  0.0004
C  1.41  -6.61  0.61  0.0000
C  -1.52  -0.35  -2.00  0.0094
O  -0.85  0.69  -1.54  0.1499
C  -2.28  -0.25  -3.19  0.0079
C  -2.94  -1.38  -3.66  0.0003
C  -2.38  1.10  -3.92  0.0008
C  -3.00  2.14  -2.97  0.0007
C  -0.99  1.57  -4.38  0.0008
C  -3.27  1.01  -5.16  0.0000
H  -4.80  -4.51  -5.24  0.0000
H  -3.64  -3.25  -5.66  0.0000
H  -5.11  -2.84  -4.78  0.0000
H  -5.17  -5.25  -2.92  0.0001
H  -5.40  -3.58  -2.36  0.0000
H  -4.19  -4.61  -1.59  0.0000
H  -3.08  -5.89  -4.18  0.0001
H  -2.07  -5.25  -2.88  0.0000
H  -1.84  -4.67  -4.53  0.0000
H  -2.16  -3.62  -1.27  0.0024
H  0.28  -4.39  0.44  0.0024
H  4.50  -3.79  0.52  0.0001
H  5.95  -2.37  1.41  0.0000
H  6.71  -1.12  0.43  0.0000
H  6.03  -2.55  -0.35  0.0000
H  4.45  -0.66  2.45  0.0001
H  3.54  0.49  1.45  0.0001
H  5.30  0.58  1.51  0.0000
H  4.72  -0.95  -1.85  0.0000
H  5.52  0.37  -0.98  0.0000
H  3.75  0.35  -1.13  0.0001
H  4.52  -5.76  -0.61  0.0000
H  3.05  -6.08  -1.52  0.0000
H  3.75  -7.35  -0.50  0.0000
H  4.42  -5.56  1.94  0.0000
H  3.63  -7.14  2.03  0.0001
H  2.87  -5.72  2.77  0.0000
H  0.84  -6.46  -0.31  0.0000
H  0.77  -6.34  1.46  0.0000
H  1.65  -7.67  0.69  0.0000
H  -3.50  -1.29  -4.58  0.0001
H  -2.40  2.27  -2.07  0.0001
H  -4.01  1.85  -2.69  0.0001
H  -3.06  3.11  -3.48  0.0000
H  -0.33  1.72  -3.53  0.0000
H  -1.09  2.52  -4.93  0.0001
H  -0.54  0.84  -5.04  0.0000
H  -4.30  0.75  -4.92  0.0000
H  -2.89  0.29  -5.89  0.0000
H  -3.29  1.99  -5.65  0.0000
Cl  2.37  6.86  2.61  0.0232
C  1.32  5.61  2.09  0.0870
C  0.10  5.95  1.40  0.0900
Cl  -0.26  7.61  1.13  0.0244
C  -0.76  4.99  0.97  0.0420
Cl  -2.22  5.35  0.14  0.0050
C  -0.47  3.60  1.19  0.1401
O  -1.23  2.68  0.82  0.2737
C  0.77  3.24  1.89  0.1383
O  1.02  2.03  2.09  0.2778
C  1.64  4.30  2.32  0.0442
Cl  3.09  3.83  3.13  0.0059

Properties
Orbital gap (alpha / beta) ... 0.2515 / 0.2082 Ha
Multiplicity ... 5
Expectation value of S² ... 6.03
Total charge ... -1

| no. | E_tot (hartree) |
| --- | --- |
| 1 | -2764.59497 |
| 2 | -1988.89808 |
| 3 | -6346.61046 |
| 4 | -5967.11610 |